C24H32N4O2 as an isolated structure in a non-equilibrium geometry, computed with the ωB97M-V functional and the def2-TZVPD basis.

Each line ends with the Mulliken charge.
CARTESIAN COORDINATES (ANGSTROEM)
C (6.504, 0.600, -2.374)  -0.96
H (6.792, 0.292, -3.361)  0.43
H (5.916, 1.498, -2.393)  0.28
O (5.399, -0.321, -2.064)  -0.40
C (5.638, -1.678, -2.017)  0.43
C (7.062, -2.156, -2.065)  -0.93
C (7.380, -3.395, -1.767)  -1.01
C (6.169, -4.455, -1.266)  -0.72
C (4.949, -3.903, -1.084)  -0.90
C (4.636, -2.429, -1.363)  0.79
N (3.510, -1.990, -0.925)  0.27
C (2.542, -2.732, -0.230)  -1.12
C (1.402, -1.542, 0.132)  -1.05
N (0.777, -0.913, -0.657)  0.92
C (1.695, -0.308, -1.656)  -0.83
C (2.860, -1.125, -2.159)  -0.69
H (3.438, -0.553, -2.901)  0.40
H (2.256, -1.870, -2.798)  0.25
H (1.120, 0.225, -2.309)  0.55
H (2.387, 0.596, -0.918)  0.25
C (-0.314, -0.089, -0.415)  0.73
C (-0.886, -0.439, 1.008)  -2.70
N (-2.116, 0.428, 1.309)  0.33
C (-1.884, 1.377, 2.336)  0.71
O (-1.165, 0.968, 3.029)  -0.42
C (-3.234, 2.288, 2.508)  -0.70
H (-3.423, 2.895, 1.387)  0.31
C (-4.447, 1.474, 3.153)  -0.69
C (-5.535, 2.362, 2.575)  0.58
N (-5.877, 2.398, 1.278)  -0.26
C (-6.974, 2.840, 0.892)  -0.31
C (-7.898, 3.475, 1.550)  -0.48
C (-7.652, 3.560, 3.054)  -0.28
C (-6.514, 2.942, 3.360)  -0.40
H (-6.279, 2.893, 4.479)  0.16
H (-8.327, 3.981, 3.882)  0.32
H (-8.831, 3.942, 1.157)  0.34
H (-6.947, 3.109, -0.128)  0.37
H (-4.424, 0.531, 2.670)  0.31
H (-4.207, 1.479, 4.221)  0.39
H (-2.806, 3.207, 3.219)  0.30
C (-2.914, 0.598, 0.269)  -0.35
H (-3.893, 1.152, 0.365)  0.18
C (-2.449, 1.067, -1.270)  -1.79
C (-1.260, -0.040, -1.522)  -1.06
H (-0.987, 0.543, -2.428)  0.34
H (-1.743, -0.803, -1.776)  0.67
H (-3.339, 1.154, -2.022)  0.30
H (-2.203, 1.895, -0.959)  0.94
H (-3.394, -0.558, 0.030)  0.17
H (-0.462, -0.519, 1.798)  1.68
H (-1.523, -1.521, 0.754)  0.18
H (-0.125, 0.968, -0.076)  -0.20
H (0.764, -1.965, 0.943)  0.43
H (1.975, -0.662, 0.984)  0.31
H (3.089, -2.900, 0.781)  0.46
H (1.918, -3.369, -0.879)  0.37
H (4.246, -4.424, -0.688)  0.66
H (6.366, -5.406, -0.893)  0.43
H (8.225, -3.681, -1.693)  0.74
H (7.711, -1.624, -2.438)  0.70
H (7.306, 0.632, -1.630)  0.28

Computed properties:
- Energy: -35442.5481 eV
- Charge: 0

***

C6H10N2 as an isolated structure in a non-equilibrium geometry, computed with the ωB97M-V functional and the def2-TZVPD basis.

Each line ends with the Mulliken charge.
CARTESIAN COORDINATES (ANGSTROEM)
C (-1.076, 1.398, 0.213)  -0.62
C (-1.446, -1.446, 0.988)  -0.52
C (-1.351, -0.542, -0.096)  0.22
C (-0.012, 0.433, -0.269)  1.35
C (0.254, 0.636, -1.777)  -1.39
C (1.101, -0.072, 0.648)  -1.40
N (-2.078, 0.618, 0.224)  -0.66
N (-0.914, -2.594, 0.995)  -0.60
H (-1.156, 2.388, 0.568)  0.48
H (-2.025, -0.893, 1.844)  0.33
H (-1.599, -1.110, -0.931)  0.45
H (0.694, -0.376, -2.140)  0.32
H (0.884, 1.456, -1.919)  0.44
H (-0.769, 0.628, -2.374)  0.31
H (0.794, 0.056, 1.714)  0.35
H (2.058, 0.481, 0.290)  0.37
H (1.373, -1.105, 0.490)  0.33
H (-0.970, -3.145, 1.898)  0.26

Computed properties:
- Energy: -9361.1471 eV
- Charge: 0

***

C24H18FeN16O4S as an isolated structure in a non-equilibrium geometry, computed with the ωB97M-V functional and the def2-TZVPD basis.

Each line ends with the Mulliken charge.
CARTESIAN COORDINATES (ANGSTROEM)
Fe (-0.153, 0.201, -0.286)  -0.19
O (0.411, 1.214, 3.621)  -0.72
C (0.478, 0.964, 2.436)  -0.40
N (-0.495, 0.961, 1.485)  0.62
C (-1.705, 1.565, 1.662)  0.16
O (-2.210, 1.999, 2.675)  -0.73
C (-2.419, 1.688, 0.336)  0.43
C (-3.591, 2.407, 0.212)  -0.64
C (-4.203, 2.458, -1.027)  -0.56
C (-3.629, 1.781, -2.092)  -0.84
C (-2.449, 1.090, -1.894)  -0.16
N (-1.854, 1.069, -0.704)  0.64
C (1.825, 0.657, 1.800)  0.67
C (3.007, 0.773, 2.514)  -0.66
C (4.199, 0.585, 1.836)  -0.51
C (4.172, 0.297, 0.478)  -0.69
C (2.947, 0.188, -0.157)  -0.31
N (1.808, 0.353, 0.504)  0.76
H (-3.995, 2.885, 1.092)  0.55
H (-5.127, 3.005, -1.161)  0.40
H (-4.087, 1.772, -3.070)  0.46
H (-1.972, 0.532, -2.686)  0.40
H (2.955, 1.025, 3.563)  0.55
H (5.144, 0.677, 2.357)  0.41
H (5.083, 0.160, -0.089)  0.45
H (2.859, -0.037, -1.214)  0.32
N (0.709, 1.312, -3.397)  0.03
C (0.835, 2.160, -2.326)  0.44
N (1.268, 3.404, -2.408)  -0.64
N (1.200, 3.863, -1.141)  -0.82
N (0.782, 2.954, -0.343)  -0.69
N (0.524, 1.840, -1.070)  1.15
C (0.538, -0.045, -3.234)  0.35
N (0.655, -0.926, -4.206)  -0.65
N (0.391, -2.109, -3.603)  -0.85
N (0.130, -1.945, -2.363)  -0.62
N (0.217, -0.618, -2.072)  1.10
H (1.040, 1.638, -4.288)  0.29
N (-4.682, -4.523, 5.247)  -0.62
C (-4.331, -3.915, 4.037)  1.11
C (-4.082, -2.542, 3.984)  -0.86
C (-3.767, -1.936, 2.783)  -0.35
C (-3.697, -2.693, 1.621)  -0.57
C (-3.943, -4.054, 1.661)  -0.17
C (-4.269, -4.662, 2.862)  -0.80
S (-3.252, -1.895, 0.105)  1.41
O (-3.435, -2.842, -0.960)  -0.81
O (-4.017, -0.672, 0.055)  -0.71
N (-1.702, -1.464, 0.320)  0.23
C (-0.770, -2.421, 0.442)  0.23
N (0.458, -1.868, 0.473)  0.18
C (1.501, -2.681, 0.486)  0.03
C (1.351, -4.055, 0.533)  -0.93
C (0.043, -4.520, 0.580)  -0.43
N (-1.016, -3.736, 0.545)  -0.45
H (-4.347, -4.036, 6.064)  0.23
H (-4.463, -5.506, 5.291)  0.22
H (-4.135, -1.951, 4.890)  0.30
H (-3.572, -0.871, 2.744)  0.45
H (-3.864, -4.626, 0.747)  0.47
H (-4.470, -5.727, 2.893)  0.28
H (2.482, -2.220, 0.474)  0.28
H (2.200, -4.721, 0.541)  0.40
H (-0.155, -5.586, 0.650)  0.40

Computed properties:
- Multiplicity: 2
- Energy: -102437.2724 eV
- Charge: -1

***

C24H16AlF6NO4PS2 as an isolated structure in a non-equilibrium geometry, computed with the ωB97M-V functional and the def2-TZVPD basis.

Each line ends with the Mulliken charge.
CARTESIAN COORDINATES (ANGSTROEM)
Al (0.718, 1.290, -0.781)  0.22
C (0.436, 0.422, 5.894)  -0.46
C (1.579, 0.171, 5.146)  -0.73
C (1.516, 0.164, 3.763)  -0.45
C (0.297, 0.401, 3.129)  0.87
C (-0.843, 0.685, 3.877)  -0.51
C (-0.770, 0.687, 5.261)  -0.73
P (0.197, 0.331, 1.324)  0.45
C (-1.574, 0.101, 0.948)  0.30
C (-2.261, -1.102, 1.057)  -0.13
C (-3.602, -1.160, 0.711)  -0.77
C (-4.268, -0.023, 0.277)  -0.56
C (-3.593, 1.186, 0.176)  -0.88
C (-2.250, 1.242, 0.505)  -0.13
C (1.141, -1.140, 0.833)  0.42
C (1.002, -2.306, 1.552)  -0.26
C (1.710, -3.463, 1.191)  -1.11
C (2.567, -3.438, 0.126)  -0.84
C (2.779, -2.247, -0.606)  0.80
C (3.714, -2.193, -1.667)  -0.85
C (3.952, -1.028, -2.336)  -0.90
C (3.224, 0.132, -2.004)  -0.31
C (2.280, 0.131, -1.004)  0.29
C (2.059, -1.073, -0.265)  -0.10
H (0.485, 0.411, 6.975)  0.40
H (2.521, -0.019, 5.641)  0.42
H (2.404, -0.040, 3.178)  0.46
H (-1.784, 0.890, 3.383)  0.40
H (-1.658, 0.896, 5.842)  0.42
H (-1.747, -1.992, 1.396)  0.31
H (-4.126, -2.105, 0.774)  0.44
H (-5.316, -0.078, 0.017)  0.41
H (-4.109, 2.075, -0.163)  0.48
H (-1.715, 2.190, 0.440)  0.47
H (0.347, -2.336, 2.416)  0.52
H (1.582, -4.366, 1.773)  0.45
H (3.113, -4.328, -0.162)  0.42
H (4.248, -3.098, -1.933)  0.42
H (4.685, -0.992, -3.130)  0.44
H (3.414, 1.046, -2.558)  0.41
F (-1.519, 3.574, -4.741)  -0.20
C (-0.995, 3.771, -3.551)  0.70
F (-0.696, 5.038, -3.380)  -0.19
F (-1.843, 3.371, -2.600)  -0.16
S (0.533, 2.712, -3.382)  1.07
O (0.680, 2.677, -1.880)  -0.29
O (1.609, 3.320, -4.057)  -0.57
N (0.113, 1.329, -3.953)  -0.59
S (-0.340, 0.037, -3.203)  1.23
O (-0.507, 0.323, -1.743)  0.07
O (0.356, -1.141, -3.540)  -0.63
C (-2.127, -0.197, -3.679)  0.60
F (-2.669, -0.988, -2.764)  -0.18
F (-2.229, -0.742, -4.868)  -0.18
F (-2.723, 0.991, -3.662)  -0.20

Computed properties:
- Energy: -88684.4343 eV
- Charge: +1

***

An isolated molecule of C25H34N4O5 in a non-equilibrium geometry, computed with the ωB97M-V functional and the def2-TZVPD basis.

Each line ends with the Mulliken charge.
CARTESIAN COORDINATES (ANGSTROEM)
C (5.055, -1.712, -0.112)  -1.47
C (3.573, -1.615, 0.227)  -0.17
C (2.644, -2.492, -0.632)  1.34
C (2.791, -2.182, -2.121)  -2.13
C (2.873, -3.982, -0.375)  -1.86
N (1.256, -2.173, -0.284)  0.24
C (0.726, -2.272, 0.941)  -0.38
O (1.249, -2.778, 1.912)  -0.73
C (-0.757, -1.804, 1.053)  -0.16
C (-1.390, -1.379, -0.245)  -0.73
C (-1.173, -0.117, -0.798)  0.14
C (-1.755, 0.239, -1.995)  -0.75
C (-2.578, -0.657, -2.680)  1.00
O (-3.109, -0.207, -3.848)  -0.47
C (-3.935, -1.070, -4.591)  -0.89
C (-2.795, -1.920, -2.138)  -0.88
C (-2.204, -2.267, -0.935)  -0.62
N (-0.840, -0.783, 2.097)  0.76
C (0.163, 0.105, 2.229)  0.52
O (1.083, 0.153, 1.422)  -0.74
C (0.096, 1.034, 3.428)  -0.67
C (1.134, 2.162, 3.348)  -1.12
C (0.686, 3.229, 2.361)  0.57
O (0.186, 4.278, 2.699)  -0.65
N (0.885, 2.859, 1.064)  0.13
C (0.450, 3.543, -0.044)  0.49
C (-0.049, 4.871, -0.140)  -0.22
C (-0.326, 5.013, -1.467)  0.23
C (-0.865, 6.146, -2.257)  -1.24
O (-0.020, 3.873, -2.113)  -0.22
N (0.459, 2.963, -1.223)  -0.45
C (-1.930, -0.857, 3.019)  -0.22
C (-3.015, 0.185, 2.972)  -0.70
C (-3.298, -1.213, 2.520)  -0.58
H (5.624, -1.091, 0.576)  0.42
H (5.415, -2.733, -0.018)  0.33
H (5.254, -1.362, -1.122)  0.33
H (3.421, -1.899, 1.269)  0.46
H (3.244, -0.579, 0.122)  0.01
H (3.764, -2.500, -2.481)  0.48
H (2.683, -1.114, -2.301)  0.44
H (2.029, -2.712, -2.689)  0.46
H (2.158, -4.571, -0.946)  0.40
H (2.738, -4.198, 0.680)  0.37
H (3.876, -4.272, -0.673)  0.50
H (0.762, -1.591, -0.945)  0.18
H (-1.287, -2.683, 1.440)  0.60
H (-0.531, 0.594, -0.305)  0.66
H (-1.574, 1.211, -2.422)  0.56
H (-4.830, -1.355, -4.028)  0.34
H (-3.399, -1.972, -4.903)  0.35
H (-4.232, -0.506, -5.474)  0.25
H (-3.422, -2.642, -2.638)  0.42
H (-2.383, -3.253, -0.529)  0.44
H (-0.904, 1.458, 3.524)  0.40
H (0.289, 0.427, 4.316)  0.42
H (2.096, 1.748, 3.043)  0.42
H (1.232, 2.632, 4.326)  0.46
H (1.240, 1.917, 0.894)  0.01
H (-0.173, 5.567, 0.659)  0.47
H (-0.118, 6.495, -2.970)  0.30
H (-1.742, 5.829, -2.818)  0.32
H (-1.134, 6.961, -1.592)  0.32
H (-1.646, -1.239, 3.996)  0.46
H (-2.945, 0.944, 2.207)  0.27
H (-3.435, 0.533, 3.903)  0.31
H (-3.429, -1.375, 1.462)  0.16
H (-3.910, -1.847, 3.143)  0.27

Computed properties:
- Structure (SMILES): CCC(C)(C)NC(=O)[C@H](c1ccc(OC)cc1)N(C(=O)CCC(=O)Nc1cc(C)on1)C1CC1
- Energy: -42674.7526 eV
- Charge: 0